(1)
2 unconnected molecules or ions with the total composition CH2O4S2 at a distorted geometry. Source: the OMol25 dataset; level of theory: ωB97M-V with the def2-TZVPD basis set.

## Properties
- charge = 0
- energy relative to the best compared isomer or geometry (same formula, charge and spin) (eV) = 0.139
- molar mass (g/mol) = 142.2
- HOMO (hartree) = -0.380
- largest force on an atom (eV/Å) = 4.14

Structure (XYZ):
```
9
Properties=species:S:1:pos:R:3:forces:R:3
S -3.242 -0.752 -0.073 -2.42 3.32 0.57
S 0.765 -1.169 -0.894 0.02 -0.10 -0.02
O -3.543 0.324 -1.031 0.98 -2.10 0.74
O 2.818 -1.150 0.790 -0.38 -0.07 -0.21
O -0.634 -0.298 -0.622 0.83 0.14 0.34
O -3.825 -0.426 1.233 1.22 -1.28 -1.29
C 1.721 -0.748 0.540 -0.46 1.03 0.65
H -0.377 0.632 -0.522 -0.29 -0.05 -0.29
H 1.167 0.048 1.166 0.51 -0.89 -0.49
```
Forces are in eV/Å.



(2)
8 unconnected molecules or ions with the total composition C60H133F6N8O2P3 at a distorted geometry. Source: the OMol25 dataset; level of theory: ωB97M-V with the def2-TZVPD basis set.

## Properties
- charge = +6
- molar mass (g/mol) = 1205.7
- HOMO (hartree) = -0.714
- largest force on an atom (eV/Å) = 5.94

Structure (XYZ):
```
212
Properties=species:S:1:pos:R:3:forces:R:3
P 1.451 -0.404 0.188 -1.62 -1.95 1.37
P -2.155 2.337 6.090 0.06 0.11 2.30
P -1.549 -2.599 -7.260 1.08 -1.64 -0.25
F 2.294 -1.797 0.288 0.04 0.48 -0.45
F 0.385 -1.065 1.308 0.45 0.80 -0.82
F 2.409 0.251 -0.870 0.93 0.43 -0.76
F 0.584 -1.068 -1.017 -0.25 0.29 0.28
F 0.502 0.965 0.111 0.44 -0.66 0.38
F 2.348 0.167 1.383 -0.28 0.68 0.21
O 2.188 3.251 -0.872 1.59 0.07 1.14
O 4.421 0.728 -5.438 -1.22 -0.57 0.70
N 0.257 -6.469 2.796 -0.37 0.67 -0.27
N 0.031 -4.996 1.178 -0.58 -1.32 1.69
N -4.463 -2.154 0.260 3.18 3.37 -3.00
N 1.592 6.171 -0.017 2.11 -0.26 0.16
N 5.203 1.363 5.097 1.44 -2.19 5.33
N 5.607 0.629 -2.552 0.49 2.04 2.21
N 5.982 0.560 7.161 -0.75 3.00 -4.10
N -3.181 -0.735 -1.007 -2.60 -1.69 1.41
C -3.561 -6.213 -8.157 1.91 -1.14 -0.85
C -1.691 -1.745 -10.013 -0.61 0.11 -0.01
C -1.801 4.708 7.795 -0.76 0.44 0.36
C 0.942 -1.247 -4.159 0.93 0.92 0.24
C 5.849 2.409 5.782 -0.06 -1.65 0.80
C -0.195 -0.069 -11.295 0.59 -1.28 0.47
C 1.070 3.928 -1.291 -1.63 0.21 -0.56
C -3.039 -4.776 -8.400 -1.34 -0.68 0.49
C 4.470 1.307 3.851 0.25 -0.01 -0.72
C 5.181 1.729 -4.850 2.27 0.85 -0.12
C 6.757 -0.022 -1.765 -0.17 0.30 -0.08
C -4.269 0.478 6.913 0.21 -0.57 0.02
C -3.126 1.421 7.379 -0.44 0.15 -0.14
C 6.325 1.926 7.026 -0.81 0.32 -2.11
C -0.967 5.944 8.096 1.34 -0.69 -0.77
C 0.511 6.025 1.101 0.35 -0.10 -1.83
C -3.418 1.639 -1.541 0.40 0.80 0.36
C -0.417 -4.367 -0.105 0.82 -0.70 0.52
C 0.121 -7.707 3.537 -0.29 -1.01 -0.11
C -1.808 -4.415 -7.568 -0.33 0.42 0.11
C -5.329 -3.212 0.565 -2.68 -1.42 -0.07
C 1.236 5.456 -1.378 0.64 -0.38 0.91
C 0.976 -5.369 3.220 -0.65 1.37 -3.09
C -1.144 3.697 6.904 1.09 -1.50 -0.35
C 4.482 -0.371 -2.753 0.99 0.77 -0.70
C 7.316 -1.304 8.117 0.27 -1.04 -1.28
C 5.009 1.814 -1.709 -0.13 -0.11 -0.66
C -4.306 0.104 -5.557 -1.63 -1.14 -1.10
C -2.694 3.811 3.711 0.37 -0.52 -0.28
C -2.628 -7.294 -8.940 -2.24 1.46 1.81
C -0.388 -2.645 -5.728 -0.91 0.48 -1.22
C -4.612 -0.679 7.913 -1.96 1.08 -0.61
C -1.750 6.910 8.887 -1.03 1.11 0.47
C -2.890 0.316 -2.000 -0.17 -0.89 -1.00
C 1.951 -2.303 -3.813 -1.30 -1.02 1.02
C -3.307 3.169 4.984 0.71 -0.49 -0.15
C -0.885 -1.453 -11.284 -0.50 1.73 0.23
C 1.899 7.712 -0.283 -0.35 -1.89 0.84
C -2.569 -0.970 0.184 0.06 0.27 1.97
C 6.220 1.257 -3.812 -0.49 -1.72 -0.88
C -0.802 -1.893 -8.745 0.65 0.25 -0.54
C 0.327 -5.081 -1.185 0.21 -0.44 -1.07
C -3.368 -1.795 1.002 1.48 1.25 -1.64
C -3.908 2.451 1.990 -0.24 -0.23 -0.68
C -1.098 1.072 5.268 1.78 1.29 0.98
C 6.232 -0.307 8.294 -0.71 0.84 1.95
C -0.141 0.326 6.344 -1.19 -1.25 -1.24
C -0.344 -6.263 1.606 1.65 2.19 0.61
C -2.947 -0.529 -5.918 -0.77 1.47 -0.53
C -3.119 -1.737 -6.816 0.38 -0.92 0.27
C 2.960 5.609 0.553 -1.34 -0.77 0.37
C 0.684 -1.593 4.785 -0.99 -0.62 -0.56
C 0.854 -4.448 2.155 -0.71 -0.94 0.70
C 0.506 -1.410 -5.577 -0.89 0.42 -1.43
C -2.554 2.849 2.517 -0.74 0.24 0.62
C -3.538 -1.602 8.292 2.40 -0.63 0.31
C 1.052 -0.552 5.804 0.01 1.40 -0.77
C 5.335 0.260 6.001 -0.36 1.30 -0.69
C -5.300 0.396 -6.753 0.55 0.33 0.30
C -4.348 -1.422 -0.944 0.03 -1.36 0.76
H -6.182 -2.806 1.108 -0.26 -0.25 -0.19
H 0.349 -0.057 -12.239 -0.07 0.74 0.07
H 0.302 5.885 -1.740 0.14 0.14 0.01
H 7.653 0.599 -1.782 -0.16 0.13 -0.39
H -0.288 -0.983 -8.435 -0.66 0.79 -0.11
H 1.374 -2.427 4.657 0.21 -0.04 0.76
H 0.251 4.979 1.268 0.48 -0.11 -0.20
H -0.588 6.346 7.156 -0.41 0.44 -0.34
H -2.417 -0.751 -4.992 0.30 -0.03 -0.13
H -2.042 4.257 8.757 -0.22 -0.20 -0.07
H -3.306 4.667 3.427 -0.03 -0.03 -0.03
H 0.153 3.734 -0.735 0.08 -0.17 0.86
H 4.510 2.255 3.314 0.47 0.03 0.22
H 0.841 6.459 2.044 0.05 0.30 -0.40
H -5.638 -3.690 -0.365 -0.40 0.25 0.04
H -0.796 -0.388 6.842 0.01 0.21 0.57
H -2.727 5.097 7.373 -0.24 -0.10 -0.06
H -3.688 -2.517 -6.308 -0.15 -0.16 0.22
H -1.574 -1.308 -12.116 -0.32 -0.79 0.03
H 2.737 -2.467 -4.550 0.02 0.24 0.20
H 1.515 -5.266 4.151 -0.14 -0.38 -0.13
H -5.022 -1.420 -1.788 -0.30 -0.34 0.28
H -1.668 0.569 4.487 0.16 -0.55 0.43
H -4.344 3.201 1.330 0.07 0.08 -0.02
H -4.046 -0.008 5.963 0.52 -0.12 -0.23
H -4.435 1.558 -1.157 0.10 -0.13 0.17
H -3.724 -1.499 -7.691 0.36 0.00 -0.25
H -0.122 -3.320 -0.162 -0.36 0.06 0.67
H -2.661 -1.126 8.731 0.08 0.53 0.15
H -4.650 2.280 2.769 0.12 -0.29 0.00
H -5.924 -0.458 -7.017 0.35 -0.21 -0.04
H -1.081 7.576 9.432 -0.36 0.29 -0.16
H 6.519 -0.127 -0.707 -0.51 -0.12 -0.21
H 0.599 -1.283 3.744 -0.45 0.68 0.13
H -4.860 -0.698 -5.069 -0.04 0.15 0.93
H -5.381 -1.252 7.396 -0.08 -0.10 -0.19
H 2.847 7.851 -0.803 -0.30 -0.46 -0.48
H 0.699 -7.681 4.461 -0.11 0.06 -0.21
H -3.238 -2.113 2.025 0.15 -0.10 -0.22
H -0.365 3.279 7.541 0.04 -0.71 -0.05
H 3.327 6.245 1.358 -0.19 0.32 -0.33
H 0.276 -6.162 -1.053 -0.11 -0.01 -0.21
H 4.055 1.169 -6.209 -0.28 -0.46 -0.36
H -2.763 -7.029 -9.988 0.72 -0.25 -0.01
H 4.330 -0.887 -1.806 -0.16 0.17 -0.21
H 0.102 -2.394 -9.092 -0.05 -1.08 0.46
H -0.066 -0.559 -5.948 -0.14 0.32 0.29
H 1.029 8.106 -0.810 0.26 0.37 0.35
H -2.739 2.027 -0.781 -0.29 0.20 0.23
H 7.840 -1.644 9.011 -0.49 0.18 0.15
H -0.531 4.131 6.114 -0.31 0.35 -0.42
H 4.020 2.082 -2.083 -0.02 -0.54 -0.10
H 1.309 -3.182 -3.751 0.68 -0.78 0.00
H -1.767 -4.826 -6.559 -0.71 -0.23 0.23
H -3.047 -8.282 -8.752 0.25 -0.03 -0.15
H 1.169 -3.426 2.005 0.28 -0.11 0.23
H -3.707 -2.382 9.034 -0.83 0.06 -0.21
H 1.304 -1.476 -6.317 0.44 -0.11 0.31
H -0.960 -4.923 -8.027 0.51 0.72 -0.20
H -0.974 -6.986 1.108 0.09 0.15 -0.08
H 1.426 -0.316 -3.864 -0.30 0.64 -0.77
H -3.113 -2.084 7.412 -0.14 -0.30 -0.25
H -0.229 -2.291 -11.519 0.16 0.14 0.04
H -3.723 1.550 1.405 -0.65 -0.18 -0.07
H 1.550 -1.099 6.605 -0.05 0.62 0.39
H 0.058 -1.294 -3.523 -0.01 -0.25 0.24
H -1.833 0.227 -2.251 0.15 0.43 0.44
H -5.195 -0.287 8.747 0.43 0.23 0.33
H 0.464 -8.511 2.885 0.23 -0.08 0.29
H -0.377 6.476 0.656 0.01 0.39 0.48
H 2.737 4.631 0.981 -0.20 0.15 0.05
H 6.798 -2.135 7.638 0.69 -0.54 -0.01
H 2.067 5.691 -2.042 -0.10 0.28 0.05
H 4.970 0.537 3.264 -0.38 0.09 -0.30
H 2.119 8.046 0.731 -0.69 0.65 -0.17
H 5.259 -0.741 8.524 0.13 -0.32 0.06
H 6.938 2.041 -3.570 -0.50 0.22 0.44
H 1.963 2.345 -0.647 -0.21 -0.29 0.04
H 0.169 -3.582 -5.737 -0.07 -0.01 -0.28
H -2.436 0.834 7.985 0.37 0.09 -0.19
H -2.300 -2.601 -10.304 0.29 -0.64 0.77
H -3.850 3.899 5.584 0.00 -0.05 0.10
H -2.473 -1.015 -9.805 0.20 0.57 -0.23
H -0.272 -1.968 5.150 -0.17 -0.63 -0.49
H -3.540 -6.344 -7.075 0.02 -0.41 0.12
H -0.117 -4.820 -2.146 0.08 -0.13 -0.13
H -4.255 0.993 -4.928 0.37 -0.14 0.05
H -1.988 3.303 1.704 0.22 0.12 0.11
H -3.939 -4.243 -8.095 0.27 0.97 -0.17
H -3.382 0.044 -2.934 -0.26 -0.34 0.12
H -0.396 1.743 4.772 0.12 0.03 -0.73
H -0.933 -7.907 3.733 0.08 0.16 0.26
H -1.639 -7.218 -8.487 0.20 -0.15 -0.68
H 6.887 2.500 7.747 -0.05 -0.31 0.13
H 6.984 -0.997 -2.196 -0.11 0.13 -0.08
H -4.970 -4.058 1.151 0.88 0.57 0.17
H 3.656 0.258 -3.086 -0.20 -0.68 0.13
H 4.908 1.592 -0.647 0.22 -0.41 -0.23
H 0.531 0.017 -10.487 0.26 0.07 0.03
H -5.187 1.017 6.677 0.02 0.27 0.35
H -2.460 0.258 -6.494 0.71 -0.05 0.14
H -1.696 -0.372 0.400 0.17 -0.46 0.33
H -1.084 -2.693 -4.890 -0.17 -0.09 0.13
H -2.048 1.925 2.799 0.36 0.13 0.18
H 4.699 2.606 -4.418 -0.95 -0.16 0.09
H -4.602 -6.328 -8.459 0.12 0.19 -0.22
H -0.913 0.739 -11.155 0.00 -0.05 -0.44
H -3.543 2.142 8.082 0.02 0.28 -0.06
H 4.790 -1.045 -3.553 -0.10 -0.05 0.16
H -1.491 -4.525 -0.206 0.03 0.24 0.20
H 1.382 -4.813 -1.223 -0.04 0.10 0.14
H 5.903 3.353 5.259 0.28 0.14 0.56
H -6.028 1.160 -6.481 0.18 0.09 0.20
H -2.456 7.443 8.250 0.23 0.48 -0.02
H -1.684 4.187 3.875 -0.01 0.28 0.60
H -3.478 2.386 -2.332 0.24 -0.22 -0.22
H 3.403 1.107 3.939 0.16 -0.32 0.48
H 5.702 2.120 -5.724 0.97 0.62 0.56
H -0.012 5.802 8.603 -0.06 -0.96 0.35
H 6.862 0.449 -4.162 -0.23 -0.08 -0.62
H 0.224 1.093 7.027 -0.04 -0.21 0.09
H -2.843 -4.622 -9.461 -0.07 0.15 0.07
H 0.817 3.430 -2.227 -0.32 1.12 -0.88
H -3.959 2.307 4.845 -0.63 0.31 -0.78
H 3.741 5.376 -0.171 -0.43 0.74 -0.46
H -2.424 6.454 9.613 0.33 -0.36 0.26
H 1.729 0.140 5.304 0.58 0.11 0.37
H 4.874 -0.701 5.826 0.11 0.03 -0.11
H 2.277 -2.124 -2.788 0.55 -0.19 -0.14
H 8.086 -0.950 7.432 0.01 0.10 0.01
H 5.550 2.749 -1.850 0.69 -0.44 0.06
H -4.801 0.766 -7.648 0.10 -0.03 -0.05
H 6.438 0.340 9.146 0.00 0.30 -0.17
```
Forces are in eV/Å.



(3)
A molecular structure, C36H27Cl2N4O5Ru at a distorted geometry. Source: the OMol25 dataset; level of theory: ωB97M-V with the def2-TZVPD basis set.

## Properties
- charge = -2
- molar mass (g/mol) = 767.6
- HOMO (alpha / beta) (hartree) = -0.049 / -0.036
- largest force on an atom (eV/Å) = 3.53
- spin multiplicity = 2

Structure (XYZ):
```
75
Properties=species:S:1:pos:R:3:forces:R:3
Ru 0.977 0.557 0.367 1.28 -0.95 -0.42
Cl -6.023 -2.696 -0.847 -0.12 -0.20 0.07
Cl -2.820 1.034 -3.101 0.05 0.32 -0.16
O 0.281 -2.474 3.241 -0.61 -1.04 1.48
O 0.054 -0.490 -1.825 1.28 0.30 0.12
O 2.801 0.882 2.021 -0.31 -0.02 0.43
O 0.606 2.206 -0.653 -0.17 1.48 -1.37
O -1.337 -0.429 -0.104 -0.16 0.16 0.25
N 0.950 -1.127 1.422 0.12 -0.63 0.35
N 0.398 1.831 2.007 -1.86 1.15 -1.95
N 0.989 1.699 3.171 0.43 -0.37 2.56
N -4.313 -1.596 -2.997 -0.41 -0.40 -0.08
C 3.703 -3.389 -1.445 0.18 -0.40 0.03
C -0.918 -1.988 -5.423 0.09 -0.05 -0.06
C -1.890 -2.051 -3.201 -0.20 -0.18 -0.41
C -2.161 -1.725 -5.977 -0.10 -0.01 -0.08
C -1.994 4.506 -1.614 0.35 -0.36 0.18
C 2.832 0.208 -0.905 -1.71 1.54 0.62
C -5.131 -1.198 -0.751 0.13 0.13 0.07
C 3.326 1.559 6.674 0.33 -0.15 0.45
C -3.137 -1.765 -3.774 0.40 -0.28 -0.24
C 2.913 0.978 4.375 0.80 -0.13 1.18
C -0.906 3.651 -1.673 -0.41 0.58 -0.32
C 4.561 -3.638 -0.383 -0.02 -0.05 0.01
C -1.658 -2.173 -1.739 0.35 0.53 0.52
C -0.704 2.568 1.905 2.47 -1.62 1.93
C -0.446 2.948 -0.547 0.36 -0.40 1.01
C 4.239 -1.378 0.383 -0.37 0.26 -0.34
C -1.154 3.133 0.706 -0.93 0.67 -2.17
C -3.708 0.413 -1.762 -0.28 0.02 0.32
C -2.675 4.681 -0.410 -0.43 0.46 -0.15
C -4.520 0.753 0.468 0.01 0.00 0.01
C 2.579 1.703 5.527 -0.05 -0.15 -0.64
C 2.215 1.164 3.110 -1.23 0.55 -2.42
C -3.267 -1.640 -5.153 0.07 -0.09 -0.05
C 3.373 -1.098 -0.697 0.75 -1.28 0.07
C 4.807 -2.621 0.533 0.18 -0.34 0.01
C -0.912 -0.898 -1.172 -1.22 -0.78 0.16
C 0.585 -1.762 2.347 0.71 0.64 -1.36
C -5.215 -0.441 0.405 0.06 -0.05 -0.22
C -2.261 4.013 0.717 0.77 -0.67 0.26
C -0.797 -2.178 -4.060 -0.04 0.05 -0.12
C 3.118 -2.153 -1.598 -0.14 0.61 0.23
C 4.394 0.669 6.714 -0.07 -0.03 -0.06
C 3.992 0.083 4.426 -0.64 0.33 -0.36
C -4.355 -0.826 -1.856 -0.15 0.42 0.21
C 4.712 -0.079 5.585 0.21 0.01 0.56
C -3.774 1.179 -0.614 -0.12 -0.15 -0.12
H 4.964 0.549 7.627 0.05 0.00 0.04
H 5.523 -0.796 5.626 0.03 0.01 -0.02
H -2.319 5.036 -2.501 -0.01 -0.02 -0.06
H -3.232 2.107 -0.574 0.11 0.13 -0.04
H -4.246 -1.444 -5.572 -0.04 0.13 0.07
H 3.498 -4.181 -2.157 -0.05 0.02 -0.04
H -4.918 -2.408 -2.967 0.16 0.16 0.04
H -0.042 -2.046 -6.058 0.02 -0.02 0.02
H -3.523 5.354 -0.353 -0.03 0.00 -0.02
H 5.022 -4.611 -0.267 0.01 -0.04 0.03
H -1.195 2.849 2.840 0.19 0.16 0.01
H -2.775 4.162 1.659 -0.07 0.03 0.09
H 3.432 1.021 -0.498 -0.01 -0.04 -0.09
H 4.223 -0.486 3.538 0.00 -0.01 -0.12
H 5.459 -2.819 1.374 0.07 0.03 0.11
H 2.443 0.398 -1.904 0.08 0.03 0.08
H -0.955 -2.986 -1.547 -0.05 -0.07 0.01
H 2.439 -1.968 -2.418 -0.09 0.06 -0.09
H -4.545 1.348 1.367 0.02 0.07 0.12
H 3.087 2.137 7.561 -0.05 0.00 -0.04
H 1.738 2.380 5.486 -0.04 0.02 -0.07
H 4.425 -0.598 1.105 -0.02 0.11 0.05
H -2.267 -1.564 -7.043 -0.01 -0.06 -0.03
H -5.795 -0.795 1.244 -0.05 -0.05 -0.02
H -0.377 3.501 -2.604 0.07 -0.08 -0.01
H 0.168 -2.404 -3.633 0.08 0.06 0.10
H -2.558 -2.340 -1.152 0.06 -0.05 -0.08
```
Forces are in eV/Å.